{
  "formula": "C20H14F2N4O2S",
  "method": "ωB97M-V/def2-TZVPD",
  "relative_energy_kcal_mol": 0.0,
  "smiles": "O=C(Nc1nc(-c2cc(F)ccc2F)cs1)C1=NN(c2ccccc2)C(=O)CC1",
  "e_tot_ha": -1737.98637,
  "elements": ["O", "C", "N", "C", "N", "C", "C", "C", "C", "F", "C", "C", "C", "F", "C", "S", "C", "N", "N", "C", "C", "C", "C", "C", "C", "C", "O", "C", "C", "H", "H", "H", "H", "H", "H", "H", "H", "H", "H", "H", "H", "H", "H"],
  "coordinates": [[3.40076, 2.04280, -2.99146], [2.52440, 1.80683, -2.19031], [1.93337, 2.83986, -1.49206], [1.14203, 2.77449, -0.38151], [1.07677, 1.80176, 0.44619], [0.16208, 2.01690, 1.43922], [-0.04923, 0.94230, 2.39868], [0.80986, -0.15640, 2.36445], [0.62416, -1.20905, 3.23488], [1.47579, -2.25006, 3.18246], [-0.40449, -1.22444, 4.16190], [-1.26442, -0.14230, 4.20544], [-1.08221, 0.91701, 3.33622], [-1.95279, 1.94600, 3.41228], [-0.46060, 3.23262, 1.37591], [0.08464, 4.13561, 0.01840], [2.01711, 0.43697, -1.94962], [0.77018, 0.27682, -1.73784], [0.24461, -0.95490, -1.61301], [-1.17608, -0.97906, -1.55933], [-1.89770, -2.00042, -2.16133], [-3.27974, -1.99104, -2.08476], [-3.94153, -0.96904, -1.42623], [-3.21667, 0.05567, -0.84021], [-1.83666, 0.05252, -0.90429], [0.99359, -2.09186, -1.36034], [0.48546, -3.17583, -1.20364], [2.48111, -1.84244, -1.20864], [2.96780, -0.71300, -2.10817], [2.17857, 3.76483, -1.82675], [1.61821, -0.16338, 1.65251], [-0.52331, -2.06399, 4.82686], [-2.08181, -0.10907, 4.90793], [-1.19243, 3.65086, 2.03434], [-1.38728, -2.79734, -2.67609], [-3.84141, -2.78753, -2.54906], [-5.01975, -0.96917, -1.37115], [-3.72570, 0.85707, -0.32573], [-1.25858, 0.84122, -0.45240], [3.00610, -2.77701, -1.40668], [2.64895, -1.58710, -0.15693], [3.98587, -0.41218, -1.86204], [2.96098, -1.02554, -3.15810]],
  "atomic_forces_ev_per_a": [[0.015, -0.212, 0.013], [-0.121, 0.367, 0.022], [0.288, 0.485, -0.568], [-0.871, 0.833, 0.787], [0.548, -0.206, 0.019], [-0.482, 0.974, -0.126], [-0.256, -0.293, 0.442], [-0.095, -0.172, 0.215], [-0.147, 0.187, 0.033], [0.005, -0.031, -0.001], [0.211, -0.022, -0.178], [0.001, 0.176, -0.121], [0.230, -0.238, -0.029], [0.041, 0.047, -0.061], [0.145, -0.193, -0.022], [0.354, -0.737, -0.124], [-0.066, -0.946, -0.170], [0.621, 0.939, -0.464], [-0.107, -0.352, -0.197], [-0.549, 0.016, 0.058], [0.107, 0.020, -0.018], [-0.031, 0.032, -0.001], [-0.096, -0.002, 0.007], [-0.034, -0.018, -0.009], [0.120, -0.090, 0.006], [0.517, -0.307, 0.209], [0.060, -0.026, 0.004], [0.025, -0.006, -0.121], [-0.134, 0.011, 0.115], [0.059, -0.249, -0.001], [0.082, -0.047, -0.049], [-0.002, -0.096, 0.063], [-0.088, 0.019, 0.057], [-0.130, 0.022, 0.179], [0.037, -0.034, -0.013], [-0.039, -0.071, -0.042], [-0.094, -0.003, 0.001], [-0.033, 0.075, 0.046], [0.029, 0.112, 0.046], [-0.126, 0.037, 0.048], [-0.022, -0.013, -0.013], [-0.030, -0.016, -0.066], [0.058, 0.025, 0.024]],
  "lowdin_charge": [0.11, -0.40, 0.12, -0.60, 0.10, -0.34, -0.10, 0.06, -0.27, 0.06, 0.00, 0.00, -0.21, 0.06, -0.34, 1.06, -0.19, 0.17, 0.02, -0.18, -0.01, -0.08, -0.09, -0.08, -0.01, -0.40, 0.10, -0.07, -0.10, 0.15, 0.11, 0.12, 0.12, 0.07, 0.11, 0.10, 0.10, 0.10, 0.09, 0.13, 0.12, 0.13, 0.14]
}